C42H41I2MoN7O5PSSe as an isolated structure. Source: the OMol25 dataset; level of theory: the ωB97M-V functional and the def2-TZVPD basis.

XYZ file:
```
101
Properties=species:S:1:pos:R:3:lowdin_spin:R:1
Mo 0.350 0.095 0.439 2.540
O 4.296 0.965 1.424 0.013
C 3.161 1.087 1.027 0.010
O 2.167 0.301 1.363 0.066
C 2.776 2.234 0.076 0.005
P 1.662 1.523 -1.201 0.030
C 2.907 0.790 -2.314 0.004
C 3.310 1.419 -3.489 0.000
C 4.308 0.860 -4.274 0.000
C 4.913 -0.328 -3.891 -0.001
C 4.516 -0.955 -2.718 0.000
C 3.513 -0.405 -1.933 0.000
C 0.988 2.929 -2.137 0.004
C 1.215 4.244 -1.741 0.000
C 0.658 5.297 -2.456 0.000
C -0.121 5.046 -3.574 0.000
C -0.351 3.735 -3.975 0.000
C 0.191 2.682 -3.258 0.000
H 3.667 2.693 -0.346 0.000
H 2.228 2.960 0.679 0.000
H 2.853 2.352 -3.794 0.000
H 4.615 1.359 -5.185 0.000
H 5.697 -0.761 -4.501 0.000
H 4.987 -1.878 -2.407 0.000
H 3.196 -0.913 -1.031 0.000
H 1.823 4.458 -0.873 0.000
H 0.839 6.316 -2.137 0.000
H -0.551 5.869 -4.132 0.000
H -0.962 3.535 -4.847 0.000
H 0.006 1.655 -3.552 0.000
I 3.237 -4.175 -0.868 0.003
C 1.990 -3.807 0.755 0.015
C 1.987 -4.754 1.795 -0.005
C 1.265 -4.552 2.934 0.013
I 1.298 -6.027 4.414 0.001
C 0.529 -3.353 3.104 -0.001
C -0.186 -3.000 4.268 0.024
C -0.807 -1.788 4.337 -0.003
C -0.734 -0.918 3.243 0.032
N -0.107 -1.220 2.128 0.003
C 0.535 -2.423 2.046 0.007
C 1.237 -2.646 0.816 0.000
O 1.125 -1.757 -0.138 0.047
H 2.572 -5.656 1.680 -0.001
H -0.227 -3.692 5.098 0.001
H -1.356 -1.484 5.217 -0.001
H -1.213 0.044 3.283 0.002
Se -4.093 -0.239 1.669 0.001
C -5.447 0.712 0.741 0.000
C -5.546 2.107 0.716 0.000
C -6.564 2.718 0.001 0.000
N -7.493 2.063 -0.694 0.000
C -7.407 0.731 -0.663 0.000
C -6.431 0.027 0.019 0.000
H -4.836 2.728 1.249 0.000
H -6.634 3.803 -0.016 0.000
H -8.169 0.195 -1.221 0.000
H -6.425 -1.056 -0.002 0.000
O 0.373 -0.375 -3.194 0.003
N 0.996 -1.146 -4.020 0.000
C 1.426 -2.361 -3.613 0.000
C 2.082 -3.203 -4.483 0.000
C 2.330 -2.806 -5.786 0.000
C 1.901 -1.548 -6.181 0.000
C 1.238 -0.737 -5.288 0.000
H 1.232 -2.569 -2.571 0.000
H 2.405 -4.167 -4.116 0.000
H 2.853 -3.455 -6.475 0.000
H 2.077 -1.180 -7.182 0.000
H 0.876 0.253 -5.517 0.000
S -0.256 2.386 1.495 0.025
C -1.282 2.691 2.822 0.012
N -2.558 2.223 2.931 0.006
C -3.335 2.508 3.988 0.001
C -2.883 3.336 4.972 0.004
C -1.594 3.845 4.785 0.001
N -0.826 3.542 3.763 0.003
H -3.020 1.504 2.270 0.000
H -4.311 2.038 3.974 0.000
H -3.485 3.586 5.831 0.000
H -1.165 4.532 5.508 0.000
C -2.051 -2.233 -1.719 0.000
N -2.535 -0.984 -2.285 0.010
C -2.668 -0.983 -3.733 0.002
C -2.225 0.157 -1.609 0.018
O -1.370 0.119 -0.697 0.089
N -2.898 1.282 -1.909 0.013
C -2.551 2.543 -1.281 0.000
C -4.188 1.273 -2.583 0.001
H -2.678 -3.042 -2.097 0.000
H -2.140 -2.201 -0.636 0.000
H -1.009 -2.415 -1.995 0.000
H -1.821 -1.519 -4.170 0.000
H -2.652 0.032 -4.122 0.000
H -3.594 -1.471 -4.045 0.000
H -1.536 2.517 -0.912 0.000
H -3.224 2.744 -0.444 0.000
H -2.643 3.345 -2.015 0.000
H -4.582 0.263 -2.638 0.000
H -4.117 1.698 -3.587 0.000
H -4.885 1.874 -1.999 0.000
```

Summary:
Total energy = -6189.2031 a.u.
Energy relative to the best compared isomer or geometry (same formula, charge and spin) = 0.000 eV
Multiplicity = 4
Gap between HOMO and LUMO (alpha / beta) = 0.2402 / 0.2367 Eh

***

A 4-piece molecular cluster, C10H16Br2NO9 overall in a non-equilibrium geometry. Source: the OMol25 dataset; level of theory: the ωB97M-V functional and the def2-TZVPD basis.

XYZ file:
```
38
Properties=species:S:1:pos:R:3:lowdin_charge:R:1
N -0.818 0.106 -2.339 -0.545
O -0.794 -0.873 -3.158 -0.070
O -1.296 1.273 -2.656 -0.110
O -0.315 -0.048 -1.163 -0.125
Br -1.617 1.150 2.552 0.659
C -2.893 2.232 1.551 -0.696
C -2.843 1.987 0.065 -0.702
Br -3.682 3.490 -0.847 0.625
H -2.601 3.270 1.688 0.033
H -3.863 2.090 2.009 0.051
H -3.311 1.071 -0.277 0.062
H -1.813 1.929 -0.277 0.022
C 0.416 -2.318 1.084 -0.043
C -0.743 -2.694 1.968 -0.313
C -2.115 -2.201 1.500 -0.106
O -2.857 -3.423 1.301 0.064
C -2.159 -4.493 1.754 -0.563
O -2.572 -5.606 1.854 0.145
O -0.875 -4.140 2.000 0.078
H 0.592 -1.243 1.069 0.070
H 0.253 -2.601 0.041 0.094
H 1.314 -2.825 1.446 0.086
H -0.442 -2.302 2.946 0.144
H -2.108 -1.528 0.646 0.117
H -2.545 -1.622 2.323 0.081
C 1.995 2.694 -1.707 -0.019
C 2.674 1.635 -0.894 -0.300
C 2.980 0.389 -1.708 -0.094
O 4.356 0.096 -1.497 0.076
C 4.897 1.055 -0.733 -0.602
O 5.990 1.050 -0.288 0.150
O 4.013 2.041 -0.482 0.071
H 2.032 3.664 -1.210 0.085
H 0.941 2.392 -1.753 0.078
H 2.448 2.795 -2.688 0.089
H 2.184 1.413 0.052 0.151
H 2.781 0.565 -2.765 0.134
H 2.396 -0.474 -1.411 0.124
```

Summary:
Charge = -1
Total energy = -6270.6023 a.u.
Energy relative to the best compared isomer or geometry (same formula, charge and spin) = 0.000 eV
Gap between HOMO and LUMO = 0.3023 Eh

***

A 2-piece molecular cluster, C4H13NO2S overall in a non-equilibrium geometry. Source: the OMol25 dataset; level of theory: the ωB97M-V functional and the def2-TZVPD basis.

XYZ file:
```
21
Properties=species:S:1:pos:R:3:lowdin_charge:R:1
C -0.905 0.594 0.485 -0.199
N 0.521 0.711 0.930 -0.095
C 0.900 0.732 2.312 -0.381
O 1.699 -0.361 2.584 -0.073
C -1.058 0.006 -1.030 -0.292
C -0.515 1.058 -2.043 -0.540
S 0.391 -0.054 -3.156 0.708
H -1.435 1.577 0.554 0.113
H -1.517 -0.266 1.015 0.129
H 1.103 -0.134 0.511 0.154
H 1.461 1.889 2.424 0.164
H 0.036 0.778 3.009 0.116
H 2.689 -0.251 2.416 0.136
H -0.606 -0.939 -1.099 0.002
H -2.015 -0.027 -1.383 0.065
H -1.243 1.606 -2.732 0.085
H 0.008 1.840 -1.482 0.071
H 1.595 0.017 -2.608 -0.157
H 0.306 -2.514 -0.349 0.002
H -1.188 -2.973 -0.233 0.078
O -0.227 -3.286 -0.127 -0.087
```

Summary:
Total energy = -763.5139 a.u.
Energy relative to the best compared isomer or geometry (same formula, charge and spin) = 2.949 eV
Gap between HOMO and LUMO = 0.3435 Eh
Structure (SMILES) = OCNCCCS.O

***

A single C3H7ClN2 molecule in a non-equilibrium geometry. Source: the OMol25 dataset; level of theory: the ωB97M-V functional and the def2-TZVPD basis.

XYZ file:
```
13
Properties=species:S:1:pos:R:3:lowdin_charge:R:1
C 0.903 0.118 0.701 -0.183
C -0.255 0.995 0.328 -0.372
C -1.246 0.597 -0.660 -0.750
H 3.887 -0.145 -0.220 0.061
H 2.823 -1.557 0.151 0.136
H 0.861 -0.672 1.631 0.152
H -0.901 1.002 1.244 0.080
H 0.265 2.080 0.265 0.161
H -1.942 1.365 -0.829 0.061
H -0.875 0.056 -1.574 0.095
N 2.983 -0.558 -0.360 -0.041
N 1.927 0.293 -0.157 -0.105
Cl -2.053 -0.620 0.043 0.704
```

Summary:
Total energy = -688.0859 a.u.
Energy relative to the best compared isomer or geometry (same formula, charge and spin) = 3.561 eV
Gap between HOMO and LUMO = 0.3534 Eh
Structure (SMILES) = N/N=C/CCCl

***

A 2-piece molecular cluster, C13H20N3O3P2 overall in a non-equilibrium geometry. Source: the OMol25 dataset; level of theory: the ωB97M-V functional and the def2-TZVPD basis.

XYZ file:
```
41
Properties=species:S:1:pos:R:3:lowdin_charge:R:1
C 1.662 4.211 1.606 -0.166
C 1.589 3.042 0.617 -0.408
P 0.019 3.225 -0.341 0.979
C 0.580 4.025 -1.898 -0.280
C -0.435 1.537 -0.941 -0.306
C -1.444 0.858 -0.291 -0.008
C -1.809 -0.409 -0.765 -0.224
P -3.186 -1.285 0.059 0.404
O -4.322 -0.365 0.183 -0.236
O -3.477 -2.526 -0.857 -0.080
O -2.658 -1.832 1.438 -0.077
N -1.239 -0.987 -1.802 0.164
N -0.289 -0.306 -2.413 -0.115
C 0.291 -0.975 -3.594 0.053
C 0.139 0.894 -2.042 0.013
H 2.426 4.021 2.351 0.076
H 1.881 5.142 1.095 0.071
H 0.710 4.354 2.109 0.059
H 1.652 2.089 1.129 0.073
H 2.415 3.151 -0.083 0.072
H 0.736 5.080 -1.710 0.046
H 1.513 3.586 -2.251 0.036
H -0.179 3.891 -2.662 0.044
H -1.949 1.301 0.554 0.122
H -4.389 -2.423 -1.167 0.111
H -2.822 -1.148 2.105 0.110
H 1.225 -0.502 -3.852 0.100
H 0.406 -2.024 -3.357 0.106
H -0.420 -0.895 -4.408 0.111
H 0.917 1.377 -2.608 0.137
N 1.892 -2.102 2.689 0.057
C 1.242 -2.009 1.534 -0.177
C 0.412 -2.999 1.034 -0.097
C 0.248 -4.160 1.773 -0.070
C 0.922 -4.276 2.977 -0.057
C 1.727 -3.221 3.389 -0.140
H 1.400 -1.086 0.981 0.086
H -0.092 -2.862 0.085 0.080
H -0.392 -4.957 1.419 0.112
H 0.827 -5.162 3.588 0.108
H 2.268 -3.273 4.327 0.109
```

Summary:
Charge = +1
Total energy = -1579.8789 a.u.
Gap between HOMO and LUMO = 0.2680 Eh

***

An isolated ion of composition C4H11ClN2 and charge +2 in a non-equilibrium geometry. Source: the OMol25 dataset; level of theory: the ωB97M-V functional and the def2-TZVPD basis.

XYZ file:
```
18
Properties=species:S:1:pos:R:3:lowdin_charge:R:1
C -0.474 0.461 -0.798 -0.080
C 1.028 0.530 -0.486 -0.139
C -0.676 -1.017 -0.286 -0.271
C 0.553 -0.786 0.669 -0.546
N 1.539 1.749 0.159 0.262
N -1.957 -1.248 0.380 0.262
Cl 1.720 -2.072 0.901 0.725
H -1.014 1.124 -0.257 0.083
H -0.769 0.514 -1.947 0.189
H 1.796 0.240 -1.173 0.156
H -0.467 -1.648 -1.162 0.177
H 0.338 -0.348 1.589 0.078
H 1.611 2.547 -0.517 0.224
H 2.457 1.713 0.395 0.140
H 1.015 1.988 0.947 0.157
H -1.874 -1.787 1.269 0.212
H -2.595 -1.702 -0.243 0.181
H -2.232 -0.258 0.560 0.192
```

Summary:
Charge = +2
Total energy = -728.0004 a.u.
Energy relative to the best compared isomer or geometry (same formula, charge and spin) = 0.446 eV
Gap between HOMO and LUMO = 0.4119 Eh
Structure (SMILES) = [NH3+][C@@H]1C[C@H]([NH3+])[C@H]1Cl